DFT (the ωB97M-V functional and the def2-TZVPD basis) results for C19H20N6S in the gas phase at a distorted geometry.

Structure (XYZ):
```
46
Properties=species:S:1:pos:R:3
N 5.7718 -0.2559 1.5153
N -0.1654 -0.2662 -0.4998
S 2.4483 3.6521 2.4234
C 4.5890 -0.3696 0.8798
C -0.0772 -1.0362 -1.5363
C 2.9764 4.9340 3.4255
C 4.3021 4.9170 3.8039
C 4.8628 3.5975 3.4673
C 3.9184 0.8557 1.1679
C -1.2875 -1.3947 -2.1897
C 4.0623 2.8371 2.5911
C 4.5531 1.6161 1.9826
C -2.2134 -0.8329 -1.4338
C -4.6074 -0.0249 -0.9007
C -4.3008 -2.0681 -2.2049
C -5.9403 -0.3802 -0.7786
C -5.7631 -2.3493 -2.0459
C -3.7290 -0.8955 -1.6156
C -6.5910 -1.4770 -1.3976
N 5.7126 0.8855 2.2028
N -1.6064 -0.0915 -0.4529
N 4.2354 -1.5239 0.2167
N 1.1578 -1.4064 -1.9850
C -8.0953 -1.7192 -1.3305
C 2.9327 -1.8693 -0.3098
C 2.4959 -0.9961 -1.5101
H 2.3480 5.8038 3.6555
H 4.9028 5.6428 4.3082
H 5.9278 3.3213 3.7135
H 3.0400 1.0955 0.6834
H -1.4007 -2.0435 -2.9698
H -4.2523 0.8938 -0.4721
H -3.6768 -2.7530 -2.6763
H -6.5197 0.3864 -0.1268
H -6.1379 -3.2775 -2.5186
H 6.4457 1.2537 2.8092
H -2.2064 0.2960 0.3161
H 5.0535 -2.0585 -0.0388
H 1.1749 -1.9979 -2.7633
H -8.5628 -1.5701 -2.3083
H -8.1504 -2.7644 -0.9796
H -8.5304 -1.1031 -0.5957
H 2.7953 -2.9851 -0.3661
H 2.2598 -1.5541 0.4945
H 2.5270 0.0744 -1.4395
H 3.3207 -0.9984 -2.2106
```

Summary:
* E_HOMO: -7.3 eV
* total energy: -39799.67764 eV
* structure (SMILES): Cc1ccc(-c2cc(NCCNc3cc(-c4cccs4)[nH]n3)n[nH]2)cc1
* energy relative to the best compared isomer or geometry (same formula, charge and spin): 0.353 eV

---

DFT (the ωB97M-V functional and the def2-TZVPD basis) results for C19H21AgN5S3 as an isolated structure at a distorted geometry.

Structure (XYZ):
```
49
Properties=species:S:1:pos:R:3
Ag 0.1800 0.3671 -0.3002
N 1.8497 0.5579 1.6120
C 2.0650 -0.5131 2.5660
C 0.7976 -0.8201 3.3705
C -0.2342 -1.6530 2.6098
N -0.9081 -0.8686 1.5942
H 2.6404 0.6304 0.9791
H 1.7579 1.4491 2.0896
H 2.8736 -0.2752 3.2835
H 2.3582 -1.4058 2.0051
H 0.3355 0.1218 3.6774
H 1.0897 -1.3736 4.2663
H -0.9435 -2.0752 3.3446
H 0.2682 -2.4854 2.1094
H -1.4782 -0.1499 2.0234
H -1.5239 -1.4480 1.0379
S 0.5478 2.7496 -1.1855
C 1.5857 2.3001 -2.5038
C 1.8274 3.3550 -3.3930
N 1.9882 4.2460 -4.1084
C 2.1676 1.0791 -2.7851
S 2.0441 -0.4242 -1.9222
C 2.9908 0.9768 -3.9112
N 3.6858 0.8283 -4.8202
N -1.8664 -0.3214 -1.2700
S -2.8029 -1.5732 -1.4123
C -4.1682 -1.0986 -2.4914
C -3.9366 -0.7618 -3.8219
C -4.9224 -0.1205 -4.5435
C -6.1386 0.1900 -3.9470
C -6.3766 -0.1757 -2.6274
C -5.3971 -0.8188 -1.9006
C -2.0507 -2.7909 -2.5514
C -0.7437 -2.6369 -2.9698
C -0.1691 -3.6116 -3.7670
C -0.9013 -4.7342 -4.1226
C -2.2091 -4.8868 -3.6854
C -2.7891 -3.9101 -2.8940
H -1.7372 0.1924 -2.1397
H -2.9798 -0.9852 -4.2761
H -4.7358 0.1599 -5.5720
H -6.8895 0.7280 -4.5042
H -7.3231 0.0614 -2.1640
H -5.5581 -1.0939 -0.8700
H -0.1721 -1.7691 -2.6609
H 0.8527 -3.4875 -4.0967
H -0.4491 -5.4988 -4.7387
H -2.7759 -5.7675 -3.9543
H -3.8073 -4.0059 -2.5433
```

Summary:
* E_HOMO: -3.1 eV
* charge: -1
* total energy: -63999.54066 eV
* energy relative to the best compared isomer or geometry (same formula, charge and spin): 0.301 eV

---

DFT (the ωB97M-V functional and the def2-TZVPD basis) results for C19H21BrN2O in the gas phase.

Structure (XYZ):
```
44
Properties=species:S:1:pos:R:3
O -4.1700 -2.9587 1.8346
C -3.4943 -2.2842 1.0854
N -2.1456 -2.4583 1.0142
C -1.1733 -1.6844 0.3669
C -1.2789 -0.3008 0.2631
C -0.2940 0.4210 -0.3837
C 0.8233 -0.2049 -0.9246
C 0.9321 -1.5848 -0.7935
C -0.0495 -2.3181 -0.1561
H 0.0472 -3.3906 -0.0648
H 1.7915 -2.0949 -1.2035
C 1.9315 0.6012 -1.5583
N 2.9637 1.0412 -0.6318
C 2.4901 1.9661 0.3795
C 3.6809 2.6002 1.0936
C 4.5379 1.5170 1.7381
C 4.9530 0.5151 0.6672
C 3.7157 -0.0432 -0.0312
H 4.0212 -0.7294 -0.8255
H 3.1096 -0.6088 0.7003
H 5.5788 1.0153 -0.0735
H 5.5244 -0.3044 1.1066
H 5.4183 1.9579 2.2088
H 3.9600 1.0062 2.5126
H 4.2783 3.1474 0.3627
H 3.3217 3.3055 1.8449
H 1.9029 2.7438 -0.1157
H 1.8434 1.4663 1.1239
H 2.4252 0.0063 -2.3325
H 1.5149 1.4976 -2.0269
H -0.3970 1.4931 -0.4652
H -2.1243 0.2105 0.6962
H -1.8067 -3.2654 1.5246
C -4.1007 -1.2826 0.1571
C -5.0659 -0.4150 0.6534
C -5.6771 0.4764 -0.2089
C -5.3648 0.5045 -1.5578
C -4.4244 -0.3859 -2.0480
C -3.7912 -1.2762 -1.1996
H -3.0644 -1.9716 -1.5913
H -4.1863 -0.3820 -3.1007
H -5.8558 1.2060 -2.2144
Br -6.9767 1.6905 0.4727
H -5.3248 -0.4450 1.7009
```

Summary:
* E_HOMO: -8.5 eV
* total energy: -95114.84039 eV
* structure (SMILES): O=C(Nc1ccc(CN2CCCCC2)cc1)c1cccc(Br)c1
* energy relative to the best compared isomer or geometry (same formula, charge and spin): 0.084 eV

---

DFT (the ωB97M-V functional and the def2-TZVPD basis) results for C19H21BrN2O3 in the gas phase.

Structure (XYZ):
```
46
Properties=species:S:1:pos:R:3
C -2.5979 -4.0643 0.4470
H -3.2049 -4.1719 1.3495
O -2.1643 -2.7324 0.2718
C -3.0859 -1.7299 0.1796
C -4.4569 -1.9767 0.1607
C -5.3730 -0.9462 0.0679
C -4.9176 0.3577 0.0010
C -3.5650 0.6262 0.0262
C -2.6280 -0.3996 0.1087
C -1.2016 0.0725 0.1430
O -0.9510 1.2432 0.3513
N -0.2627 -0.8793 -0.1029
C 1.1238 -0.7457 -0.1391
C 1.7868 0.4546 0.1053
C 3.1660 0.5083 0.0404
C 3.9133 -0.6245 -0.2660
C 3.2460 -1.8279 -0.4828
C 1.8714 -1.8891 -0.4284
H 1.3629 -2.8267 -0.6062
H 3.8319 -2.7094 -0.6945
C 5.4041 -0.6347 -0.3289
O 6.0573 -1.6256 -0.0600
N 5.9664 0.5275 -0.7361
H 5.3772 1.3105 -0.9679
C 7.3931 0.7338 -0.7822
H 7.6853 1.0264 -1.7973
H 7.8515 -0.2291 -0.5450
C 7.8590 1.7997 0.2193
C 9.3540 2.0505 0.0447
H 9.5752 2.3830 -0.9671
H 9.6939 2.8150 0.7392
H 9.9133 1.1381 0.2372
C 7.5476 1.3630 1.6478
H 6.4822 1.1844 1.7750
H 8.0744 0.4408 1.8809
H 7.8554 2.1282 2.3568
H 7.3191 2.7314 0.0078
H 3.6538 1.4465 0.2641
H 1.2180 1.3360 0.3486
H -0.5986 -1.8227 -0.2445
H -3.1940 1.6398 -0.0113
Br -6.1652 1.7865 -0.1250
H -6.4302 -1.1606 0.0507
H -4.8293 -2.9866 0.2160
H -3.1574 -4.4215 -0.4223
H -1.6876 -4.6520 0.5551
```

Summary:
* E_HOMO: -8.6 eV
* total energy: -99210.29584 eV
* structure (SMILES): COc1ccc(Br)cc1C(=O)Nc1ccc(C(=O)NCC(C)C)cc1
* energy relative to the best compared isomer or geometry (same formula, charge and spin): 0.595 eV

---

DFT (the ωB97M-V functional and the def2-TZVPD basis) results for C19H21Cl2FeN4O5S2 as an isolated structure at a distorted geometry.

Structure (XYZ):
```
54
Properties=species:S:1:pos:R:3
Fe -0.9611 1.5782 -0.3301
N -3.5394 4.8162 -1.0212
C -2.4819 4.0069 -0.7832
S -2.6545 2.8063 0.4734
N -1.4006 4.1701 -1.4845
N -0.4407 3.2536 -1.0823
C 0.7732 3.5605 -1.3627
C 1.9142 2.8326 -0.8769
C 3.2036 3.1410 -1.3336
C 4.2989 2.4725 -0.8412
C 4.1186 1.4789 0.1320
C 2.8653 1.1669 0.6067
C 1.7436 1.8510 0.1151
O 0.5569 1.5675 0.6200
H -4.3526 4.7624 -0.4388
H -3.4176 5.6004 -1.6374
H 0.9199 4.4551 -1.9616
H 3.3217 3.9145 -2.0832
H 5.2909 2.7096 -1.1991
H 4.9797 0.9484 0.5189
H 2.7090 0.4062 1.3611
Cl -2.9790 1.0470 -2.5059
C -4.1215 -0.0673 -1.7312
Cl -4.5972 -1.3808 -2.8060
H -5.0001 0.4991 -1.4498
H -3.6269 -0.4842 -0.8608
C 1.9518 -0.9519 4.0143
C 1.0839 -1.7441 3.0760
C 1.6371 -2.6626 2.1887
C 0.8363 -3.3734 1.3067
C -0.5335 -3.1542 1.3026
C -1.1098 -2.2752 2.2102
C -0.2995 -1.5759 3.0845
S -1.5507 -3.9927 0.1329
O -0.8910 -5.2258 -0.1838
O -2.8988 -3.9353 0.6145
N -1.5595 -3.1044 -1.2408
C -0.3353 -2.8894 -2.0046
C 0.5105 -1.6636 -1.6168
C -0.2410 -0.4393 -1.2041
O -0.0081 0.6892 -1.7622
O -1.0870 -0.4452 -0.2486
H 2.9737 -1.3296 4.0249
H 1.5638 -0.9881 5.0328
H 1.9808 0.0983 3.7149
H 2.7076 -2.8322 2.1948
H 1.2669 -4.1039 0.6333
H -2.1836 -2.1470 2.2184
H -0.7449 -0.8805 3.7864
H -2.1439 -2.2851 -1.1277
H -0.6120 -2.8209 -3.0564
H 0.2641 -3.7918 -1.8916
H 1.1373 -1.3759 -2.4599
H 1.1628 -1.9120 -0.7769
```

Summary:
* E_HOMO (spin up / spin down): -8.3 / -8.5 eV
* total energy: -117344.75329 eV
* energy relative to the best compared isomer or geometry (same formula, charge and spin): 0.410 eV
* spin multiplicity: 2
* <S²>: 0.9223